Formula: C59H58F2N9O18PS2
Source: OMol25
Level of theory: ωB97M-V/def2-TZVPD

Summary:
Energy (eV): -148754.9887
Gap between HOMO and LUMO (eV): 5.9
Net charge: 0

Each atom is followed by the atoms it is bonded to, with distances in Å.
Positions of all 149 atoms, in Å:
1 C 0.745 -3.319 0.734  C2 1.607, H29 1.155, H30 1.159, H31 1.149
2 C -0.240 -3.396 -0.533  C1 1.607, P3 1.929, H32 1.160, H33 1.158
3 P -2.099 -3.567 -0.046  C2 1.929, C4 1.927, C5 1.923
4 C -2.323 -3.131 1.818  P3 1.927, H34 1.150, H35 1.158, H36 1.148
5 C -3.151 -2.365 -1.117  P3 1.923, C6 1.606, C21 1.546
6 C -4.124 -2.997 -2.227  C5 1.606, S7 1.846, C11 1.555
7 S -4.138 -4.841 -2.329  C6 1.846, O8 1.519, O9 1.510, F10 1.679
8 O -4.612 -5.372 -0.987  S7 1.519
9 O -2.783 -5.450 -2.603  S7 1.510
10 F -5.198 -5.454 -3.478  S7 1.679
11 C -5.014 -2.094 -3.127  C6 1.555, C12 1.596, C16 1.565
12 C -6.033 -2.664 -4.214  C11 1.596, C13 1.621, H37 1.142, H38 1.159
13 C -7.450 -3.041 -3.521  C12 1.621, O14 1.240, F15 1.442
14 O -7.575 -3.585 -2.414  C13 1.240
15 F -8.665 -2.731 -4.231  C13 1.442
16 C -4.914 -0.540 -2.968  C11 1.565, N17 1.438, C20 1.579
17 N -5.654 0.399 -3.768  C16 1.438, S18 1.714
18 S -5.181 1.933 -3.168  N17 1.714, N19 1.729
19 N -4.069 1.506 -1.915  S18 1.729, C20 1.445
20 C -3.954 0.066 -1.871  C16 1.579, N19 1.445, C21 1.596
21 C -3.057 -0.836 -0.908  C5 1.546, C20 1.596, C22 1.593
22 C -2.174 -0.080 0.182  C21 1.593, C23 1.604, H39 1.161, H40 1.142
23 C -0.635 0.136 -0.216  C22 1.604, C24 1.605, H41 1.161, H42 1.142
24 C -0.384 0.765 -1.671  C23 1.605, C25 1.637, H43 1.160, H44 1.144
25 C 1.206 1.151 -1.718  C24 1.637, C26 1.613, H45 1.145, H46 1.160
26 C 2.089 0.033 -2.473  C25 1.613, O27 1.466, H47 1.144, H48 1.162
27 O 2.090 -1.166 -1.630  C26 1.466, C28 1.447
28 C 2.818 -2.247 -2.259  O27 1.447, H49 1.144, H50 1.160, H51 1.146
29 H 1.755 -3.792 0.431  C1 1.155
30 H 1.006 -2.238 1.061  C1 1.159
31 H 0.376 -3.890 1.660  C1 1.149
32 H -0.119 -2.505 -1.266  C2 1.160
33 H 0.078 -4.325 -1.148  C2 1.158
34 H -3.285 -2.516 1.950  C4 1.150
35 H -2.453 -4.135 2.380  C4 1.158
36 H -1.444 -2.517 2.229  C4 1.148
37 H -5.634 -3.525 -4.849  C12 1.142
38 H -6.275 -1.800 -4.947  C12 1.159
39 H -2.633 0.981 0.285  C22 1.161
40 H -2.203 -0.530 1.231  C22 1.142
41 H -0.210 0.903 0.544  C23 1.161
42 H 0.027 -0.789 -0.124  C23 1.142
43 H -0.930 1.786 -1.746  C24 1.160
44 H -0.644 0.075 -2.545  C24 1.144
45 H 1.388 2.215 -2.100  C25 1.145
46 H 1.584 1.147 -0.621  C25 1.160
47 H 1.739 -0.163 -3.545  C26 1.144
48 H 3.190 0.403 -2.475  C26 1.162
49 H 3.347 -1.926 -3.222  C28 1.144
50 H 2.091 -3.105 -2.546  C28 1.160
51 H 3.602 -2.661 -1.533  C28 1.146
52 O 3.291 -0.804 2.209  N53 1.225
53 N 4.089 -0.379 1.382  O52 1.225, O54 1.222, C55 1.465
54 O 3.786 0.313 0.421  N53 1.222
55 C 5.501 -0.728 1.554  N53 1.465, C56 1.394, C60 1.394
56 C 5.883 -1.546 2.616  C55 1.394, C57 1.391, H61 1.084
57 C 7.221 -1.895 2.762  C56 1.391, C58 1.392, H62 1.083
58 C 8.167 -1.425 1.856  C57 1.392, C59 1.393, H63 1.086
59 C 7.782 -0.599 0.803  C58 1.393, C60 1.391, H64 1.085
60 C 6.445 -0.247 0.647  C55 1.394, C59 1.391, H65 1.085
61 H 5.156 -1.918 3.329  C56 1.084
62 H 7.526 -2.535 3.580  C57 1.083
63 H 9.210 -1.704 1.971  C58 1.086
64 H 8.524 -0.234 0.101  C59 1.085
65 H 6.157 0.394 -0.179  C60 1.085
66 O -2.711 9.376 -2.136  N67 1.225
67 N -2.774 8.174 -2.365  O66 1.225, O68 1.224, C69 1.464
68 O -1.810 7.471 -2.641  N67 1.224
69 C -4.090 7.535 -2.309  N67 1.464, C70 1.394, C74 1.395
70 C -5.218 8.307 -2.035  C69 1.394, C71 1.391, H75 1.085
71 C -6.469 7.699 -2.006  C70 1.391, C72 1.391, H76 1.085
72 C -6.586 6.334 -2.246  C71 1.391, C73 1.392, H77 1.086
73 C -5.455 5.567 -2.510  C72 1.392, C74 1.390, H78 1.078
74 C -4.201 6.165 -2.542  C69 1.395, C73 1.390, H79 1.085
75 H -5.140 9.372 -1.846  C70 1.085
76 H -7.355 8.291 -1.800  C71 1.085
77 H -7.565 5.864 -2.229  C72 1.086
78 H -5.551 4.508 -2.691  C73 1.078
79 H -3.327 5.556 -2.751  C74 1.085
80 O 0.677 6.182 4.323  N81 1.224
81 N 0.004 5.982 3.320  O80 1.224, O82 1.224, C83 1.465
82 O -0.464 4.896 3.007  N81 1.224
83 C -0.254 7.119 2.433  N81 1.465, C84 1.394, C88 1.394
84 C 0.292 8.366 2.735  C83 1.394, C85 1.391, H89 1.085
85 C 0.064 9.437 1.877  C84 1.391, C86 1.392, H90 1.085
86 C -0.708 9.261 0.732  C85 1.392, C87 1.392, H91 1.086
87 C -1.259 8.016 0.442  C86 1.392, C88 1.391, H92 1.084
88 C -1.034 6.939 1.292  C83 1.394, C87 1.391, H93 1.085
89 H 0.895 8.516 3.624  C84 1.085
90 H 0.490 10.410 2.099  C85 1.085
91 H -0.880 10.097 0.061  C86 1.086
92 H -1.862 7.886 -0.450  C87 1.084
93 H -1.467 5.973 1.052  C88 1.085
94 O 6.722 -6.285 4.479  N95 1.223
95 N 6.066 -5.257 4.566  O94 1.223, O96 1.226, C97 1.465
96 O 6.323 -4.219 3.965  N95 1.226
97 C 4.899 -5.264 5.451  N95 1.465, C98 1.395, C102 1.394
98 C 4.595 -6.413 6.180  C97 1.395, C99 1.391, H103 1.085
99 C 3.499 -6.407 7.037  C98 1.391, C100 1.392, H104 1.085
100 C 2.715 -5.264 7.158  C99 1.392, C101 1.392, H105 1.086
101 C 3.017 -4.123 6.420  C100 1.392, C102 1.391, H106 1.085
102 C 4.112 -4.118 5.562  C97 1.394, C101 1.391, H107 1.084
103 H 5.198 -7.310 6.095  C98 1.085
104 H 3.258 -7.294 7.614  C99 1.085
105 H 1.863 -5.262 7.833  C100 1.086
106 H 2.399 -3.236 6.516  C101 1.085
107 H 4.338 -3.222 4.995  C102 1.084
108 O 0.867 -4.106 10.010  N109 1.228
109 N 1.860 -4.481 10.629  O108 1.228, O110 1.227, C111 1.465
110 O 2.271 -5.636 10.650  N109 1.227
111 C 2.600 -3.480 11.401  N109 1.465, C112 1.394, C116 1.394
112 C 2.144 -2.162 11.435  C111 1.394, C113 1.391, H117 1.085
113 C 2.837 -1.221 12.189  C112 1.391, C114 1.392, H118 1.085
114 C 3.975 -1.595 12.897  C113 1.392, C115 1.392, H119 1.086
115 C 4.431 -2.909 12.851  C114 1.392, C116 1.391, H120 1.085
116 C 3.743 -3.859 12.102  C111 1.394, C115 1.391, H121 1.085
117 H 1.259 -1.858 10.888  C112 1.085
118 H 2.487 -0.194 12.227  C113 1.085
119 H 4.510 -0.858 13.489  C114 1.086
120 H 5.320 -3.194 13.403  C115 1.085
121 H 4.107 -4.880 12.077  C116 1.085
122 O -6.475 6.267 -4.995  N123 1.221
123 N -6.640 5.081 -5.235  O122 1.221, O124 1.231, C125 1.464
124 O -6.488 4.170 -4.420  N123 1.231
125 C -7.042 4.713 -6.594  N123 1.464, C126 1.394, C130 1.394
126 C -7.189 5.708 -7.561  C125 1.394, C127 1.391, H131 1.085
127 C -7.548 5.352 -8.856  C126 1.391, C128 1.392, H132 1.085
128 C -7.761 4.014 -9.178  C127 1.392, C129 1.392, H133 1.086
129 C -7.623 3.027 -8.207  C128 1.392, C130 1.391, H134 1.085
130 C -7.261 3.373 -6.909  C125 1.394, C129 1.391, H135 1.085
131 H -7.026 6.753 -7.323  C126 1.085
132 H -7.658 6.117 -9.618  C127 1.085
133 H -8.035 3.739 -10.192  C128 1.086
134 H -7.793 1.986 -8.463  C129 1.085
135 H -7.154 2.593 -6.162  C130 1.085
136 O 2.925 -2.334 -6.273  N137 1.226
137 N 4.135 -2.275 -6.088  O136 1.226, O138 1.224, C139 1.465
138 O 4.734 -1.267 -5.738  N137 1.224
139 C 4.919 -3.493 -6.306  N137 1.465, C140 1.394, C144 1.394
140 C 4.280 -4.653 -6.741  C139 1.394, C141 1.391, H145 1.085
141 C 5.032 -5.801 -6.970  C140 1.391, C142 1.392, H146 1.085
142 C 6.408 -5.787 -6.760  C141 1.392, C143 1.392, H147 1.086
143 C 7.038 -4.628 -6.316  C142 1.392, C144 1.391, H148 1.085
144 C 6.295 -3.475 -6.087  C139 1.394, C143 1.391, H149 1.085
145 H 3.209 -4.678 -6.908  C140 1.085
146 H 4.545 -6.708 -7.315  C141 1.085
147 H 6.992 -6.683 -6.945  C142 1.086
148 H 8.111 -4.624 -6.152  C143 1.085
149 H 6.799 -2.577 -5.744  C144 1.085

Here are the Mulliken charges for atoms 1 to 4, given in e:
1. C -1.05
2. C -0.14
3. P 0.32
4. C -1.11